(1)
{
  "formula": "C5H13NS",
  "method": "the ωB97M-V functional and the def2-TZVPD basis",
  "spin_multiplicity": 1,
  "smiles": "CCCNCCS",
  "homo_energy_ha": -0.3202,
  "e_above_lowest_kcal_mol": 19.89,
  "gap_ev": 9.6098,
  "symbols": ["C", "C", "C", "N", "C", "C", "S", "H", "H", "H", "H", "H", "H", "H", "H", "H", "H", "H", "H", "H"],
  "coordinates": [[2.29, 0.22, 1.09], [1.77, -1.21, 1.39], [0.27, -1.44, 1.30], [-0.21, -1.69, -0.08], [-1.17, -0.64, -0.50], [-0.51, 0.50, -1.31], [-1.38, 2.06, -0.94], [1.44, 0.90, 1.13], [3.06, 0.57, 1.77], [2.75, 0.27, 0.10], [2.41, -1.91, 0.84], [2.04, -1.44, 2.43], [-0.21, -0.59, 1.78], [0.06, -2.31, 1.93], [0.61, -1.64, -0.67], [-1.70, -0.26, 0.36], [-1.98, -1.07, -1.10], [0.53, 0.70, -1.04], [-0.55, 0.31, -2.38], [-1.92, 2.30, -2.15]],
  "lowdin_charge": [-0.108, -0.255, -0.243, -0.058, -0.306, -0.536, 0.688, 0.064, 0.063, 0.065, 0.101, 0.100, 0.107, 0.102, 0.090, 0.076, 0.103, 0.035, 0.069, -0.159]
}

---

(2)
{
  "formula": "C18H38Br15N2O4P",
  "method": "the ωB97M-V functional and the def2-TZVPD basis",
  "spin_multiplicity": 1,
  "homo_energy_ha": -0.3236,
  "gap_ev": 8.9347,
  "symbols": ["C", "C", "C", "Br", "N", "C", "O", "O", "P", "N", "O", "O", "H", "H", "H", "H", "H", "H", "H", "H", "H", "H", "Br", "C", "C", "Br", "H", "H", "H", "H", "Br", "C", "C", "Br", "H", "H", "H", "H", "Br", "C", "C", "Br", "H", "H", "H", "H", "Br", "C", "C", "Br", "H", "H", "H", "H", "Br", "C", "C", "Br", "H", "H", "H", "H", "Br", "C", "C", "Br", "H", "H", "H", "H", "Br", "C", "C", "Br", "H", "H", "H", "H"],
  "coordinates": [[-0.68, 1.46, 0.94], [-0.82, 2.27, -0.35], [-1.08, 3.79, -0.21], [-1.83, 4.30, 1.50], [-1.85, 4.25, -1.42], [-3.25, 4.24, -1.36], [-3.95, 5.15, -1.09], [-3.80, 3.02, -1.79], [-4.85, 2.28, -0.84], [-4.22, 1.78, 0.47], [-6.13, 3.20, -0.60], [-5.38, 1.07, -1.71], [-1.64, 1.03, 1.22], [-0.03, 0.61, 0.71], [-0.21, 2.00, 1.76], [0.13, 2.15, -0.89], [-1.62, 1.83, -0.94], [-0.12, 4.29, -0.26], [-1.63, 3.60, -2.17], [-4.66, 2.12, 1.31], [-6.24, 3.33, 0.34], [-4.87, 0.29, -1.48], [-2.01, -1.83, 3.06], [-1.19, -3.01, 1.75], [0.30, -3.11, 1.94], [1.22, -1.52, 1.29], [-1.47, -2.64, 0.77], [-1.65, -3.98, 1.92], [0.71, -3.93, 1.36], [0.59, -3.22, 2.98], [4.49, -1.17, -2.79], [2.82, -0.98, -1.81], [1.96, 0.13, -2.35], [2.63, 1.88, -1.82], [3.09, -0.83, -0.77], [2.31, -1.93, -1.92], [0.96, 0.07, -1.94], [1.91, 0.13, -3.44], [0.46, -5.48, 4.67], [1.26, -6.61, 3.30], [2.76, -6.66, 3.42], [3.56, -5.02, 2.76], [0.94, -6.21, 2.34], [0.82, -7.59, 3.45], [3.16, -7.46, 2.80], [3.10, -6.80, 4.44], [-11.23, 2.58, -4.25], [-9.95, 3.39, -3.04], [-8.92, 2.40, -2.56], [-9.64, 1.20, -1.21], [-10.52, 3.83, -2.22], [-9.47, 4.18, -3.61], [-8.10, 2.92, -2.08], [-8.54, 1.78, -3.36], [6.83, -5.60, 4.56], [8.21, -5.53, 3.19], [7.63, -5.25, 1.83], [6.77, -6.82, 1.08], [8.75, -6.47, 3.23], [8.87, -4.72, 3.50], [8.42, -4.99, 1.13], [6.88, -4.46, 1.85], [7.57, -2.16, -5.27], [8.54, -3.47, -4.21], [7.66, -4.06, -3.13], [7.42, -2.82, -1.66], [9.41, -2.97, -3.81], [8.85, -4.24, -4.91], [8.14, -4.93, -2.70], [6.67, -4.32, -3.49], [-4.82, 8.87, 2.80], [-2.96, 8.99, 2.27], [-2.79, 8.78, 0.78], [-2.97, 6.91, 0.26], [-2.42, 8.25, 2.85], [-2.64, 9.99, 2.56], [-1.78, 9.08, 0.48], [-3.52, 9.34, 0.20]],
  "lowdin_charge": [-0.168, -0.284, -0.635, 0.735, 0.052, -0.602, -0.071, -0.084, 0.379, -0.114, -0.105, -0.100, 0.041, -0.041, 0.054, 0.018, 0.092, 0.089, 0.127, -0.005, 0.095, 0.089, 0.629, -0.687, -0.717, 0.740, 0.051, 0.054, 0.039, -0.013, 0.600, -0.736, -0.676, 0.654, -0.002, 0.053, 0.046, 0.053, 0.657, -0.683, -0.669, 0.608, 0.039, 0.059, 0.063, 0.055, 0.598, -0.699, -0.703, 0.605, 0.050, 0.058, 0.029, 0.053, 0.595, -0.691, -0.702, 0.582, 0.049, 0.058, 0.048, 0.041, 0.604, -0.696, -0.687, 0.583, 0.049, 0.057, 0.056, 0.052, 0.590, -0.696, -0.655, 0.793, 0.048, 0.053, 0.055, 0.046]
}

---

(3)
{
  "formula": "C9H19NSi2",
  "method": "the ωB97M-V functional and the def2-TZVPD basis",
  "spin_multiplicity": 1,
  "homo_energy_ha": [-0.2829, -0.2829],
  "e_above_lowest_kcal_mol": 96.67,
  "gap_ev": [7.6648, 7.6656],
  "symbols": ["C", "C", "C", "C", "C", "C", "C", "C", "C", "N", "Si", "Si", "H", "H", "H", "H", "H", "H", "H", "H", "H", "H", "H", "H", "H", "H", "H", "H", "H", "H", "H"],
  "coordinates": [[-3.32, -0.64, 1.59], [-3.64, -0.88, 0.17], [-2.07, -0.09, 1.58], [-2.59, -0.42, -0.56], [1.85, -1.10, 2.05], [1.33, -2.20, -0.70], [3.34, 0.05, -0.87], [-0.31, 3.64, 0.27], [-0.12, 0.83, -2.10], [-1.63, 0.07, 0.29], [1.75, -0.60, 0.14], [-0.13, 0.73, -0.21], [-3.82, -0.86, 2.45], [-4.55, -1.38, -0.09], [-1.63, 0.38, 2.37], [-2.46, -0.53, -1.62], [0.97, -1.67, 2.21], [2.68, -1.78, 2.28], [1.85, -0.25, 2.67], [1.35, -3.12, -0.20], [0.28, -2.15, -1.18], [2.14, -2.50, -1.38], [4.01, -0.76, -0.68], [2.89, 0.12, -1.93], [3.66, 0.87, -0.33], [-1.42, 3.89, 0.14], [-0.08, 3.71, 1.34], [0.42, 4.19, -0.27], [-1.16, 1.27, -2.22], [0.57, 1.34, -2.69], [-0.19, -0.15, -2.54]],
  "lowdin_charge": [-0.055, -0.063, -0.151, -0.168, -0.207, -0.236, -0.181, -0.068, -0.250, -0.217, 0.507, 0.696, 0.065, 0.085, 0.080, 0.104, -0.004, 0.026, -0.012, -0.003, 0.057, 0.035, 0.006, 0.062, -0.022, -0.010, -0.059, -0.070, 0.042, 0.000, 0.010]
}

---

(4)
{
  "formula": "C3H8N2",
  "method": "the ωB97M-V functional and the def2-TZVPD basis",
  "spin_multiplicity": 1,
  "smiles": "C/C(N)=C/N",
  "homo_energy_ha": -0.2678,
  "e_above_lowest_kcal_mol": 60.54,
  "gap_ev": 8.2839,
  "symbols": ["C", "C", "N", "C", "N", "H", "H", "H", "H", "H", "H", "H", "H"],
  "coordinates": [[0.86, 0.72, -1.46], [0.14, 0.24, -0.26], [0.19, 1.38, 0.66], [-0.34, -0.98, -0.09], [-0.86, -1.53, 1.09], [0.15, 0.32, -2.37], [0.87, 1.82, -1.72], [1.96, 0.41, -1.50], [1.04, 1.97, 0.70], [-0.24, 1.17, 1.58], [-0.36, -1.63, -0.98], [-1.08, -0.72, 1.87], [-1.64, -2.19, 1.09]],
  "lowdin_charge": [-0.118, -0.438, 0.040, -0.226, -0.007, 0.124, 0.072, 0.089, 0.084, 0.061, 0.118, 0.139, 0.062]
}

---

(5)
{
  "formula": "C20H51B4NO9",
  "method": "the ωB97M-V functional and the def2-TZVPD basis",
  "spin_multiplicity": 1,
  "homo_energy_ha": -0.3482,
  "gap_ev": 9.5430,
  "symbols": ["C", "O", "C", "C", "C", "C", "C", "C", "B", "O", "B", "N", "O", "B", "C", "B", "O", "O", "O", "H", "H", "H", "H", "H", "H", "H", "H", "H", "H", "H", "H", "H", "H", "H", "H", "H", "H", "H", "H", "H", "C", "C", "O", "C", "C", "H", "H", "H", "H", "H", "H", "H", "H", "H", "H", "C", "C", "O", "C", "C", "H", "H", "H", "H", "H", "H", "H", "H", "H", "H", "C", "C", "O", "C", "C", "H", "H", "H", "H", "H", "H", "H", "H", "H", "H"],
  "coordinates": [[0.05, 2.85, 1.64], [-1.23, 3.45, 1.55], [-1.94, 3.09, 0.40], [-2.23, 1.61, 0.25], [-3.04, 1.32, -1.02], [-3.53, -0.12, -1.03], [-4.07, -0.59, -2.37], [-3.17, -0.40, -3.60], [-1.70, -0.94, -3.52], [-0.90, -0.83, -2.39], [0.35, -0.28, -2.67], [1.05, 0.43, -1.64], [0.91, -0.43, -3.93], [0.02, -0.67, -4.96], [0.16, -0.04, -6.38], [1.13, 1.20, -6.42], [2.47, 1.03, -6.17], [0.69, 2.47, -6.69], [-1.08, -1.46, -4.65], [-0.02, 1.93, 2.23], [0.73, 3.53, 2.15], [0.46, 2.63, 0.66], [-1.41, 3.46, -0.49], [-2.89, 3.62, 0.43], [-1.31, 1.02, 0.21], [-2.79, 1.24, 1.10], [-2.45, 1.56, -1.90], [-3.90, 1.99, -1.01], [-2.75, -0.78, -0.67], [-4.35, -0.19, -0.31], [-4.37, -1.64, -2.32], [-4.99, -0.04, -2.56], [-3.63, -0.89, -4.45], [-3.09, 0.66, -3.88], [1.17, 1.40, -1.88], [0.51, 0.39, -0.79], [-0.85, 0.27, -6.67], [0.46, -0.78, -7.13], [2.79, 1.69, -5.54], [-0.27, 2.53, -6.62], [6.17, -4.03, -1.68], [4.79, -4.15, -1.04], [4.30, -2.94, -0.51], [4.11, -1.89, -1.45], [3.09, -2.21, -2.53], [6.86, -3.54, -1.00], [6.55, -5.02, -1.93], [6.14, -3.45, -2.60], [4.84, -4.84, -0.20], [4.08, -4.58, -1.76], [5.06, -1.60, -1.90], [3.76, -1.04, -0.86], [3.45, -2.98, -3.21], [2.88, -1.32, -3.11], [2.16, -2.57, -2.08], [0.31, 2.48, 6.67], [1.30, 3.54, 6.23], [1.05, 4.07, 4.95], [-0.19, 4.75, 4.79], [-0.33, 5.97, 5.68], [0.20, 1.72, 5.89], [0.64, 2.00, 7.59], [-0.68, 2.90, 6.86], [2.30, 3.10, 6.17], [1.36, 4.34, 6.98], [-1.02, 4.06, 4.95], [-0.22, 5.05, 3.75], [-0.43, 5.71, 6.73], [-1.23, 6.53, 5.40], [0.53, 6.63, 5.57], [-0.92, -2.38, 3.46], [-2.25, -2.90, 2.95], [-2.43, -2.77, 1.56], [-1.50, -3.48, 0.75], [-1.56, -4.99, 0.93], [-0.75, -1.36, 3.10], [-0.92, -2.37, 4.55], [-0.08, -3.00, 3.14], [-3.07, -2.33, 3.40], [-2.40, -3.95, 3.26], [-0.48, -3.11, 0.92], [-1.76, -3.23, -0.27], [-1.19, -5.30, 1.91], [-0.94, -5.48, 0.18], [-2.59, -5.35, 0.83]],
  "lowdin_charge": [-0.100, -0.186, -0.246, -0.187, -0.200, -0.208, -0.195, -0.059, -0.523, 0.292, -0.700, 0.235, 0.283, -0.517, 0.076, -0.656, 0.172, 0.178, 0.297, 0.090, 0.078, 0.077, 0.126, 0.125, 0.092, 0.129, 0.108, 0.122, 0.097, 0.119, 0.113, 0.110, 0.114, 0.119, 0.091, 0.065, 0.109, 0.122, 0.108, 0.095, -0.082, -0.288, -0.160, -0.269, -0.070, 0.081, 0.075, 0.066, 0.116, 0.106, 0.109, 0.113, 0.077, 0.064, 0.090, -0.079, -0.282, -0.169, -0.284, -0.077, 0.078, 0.075, 0.067, 0.117, 0.107, 0.112, 0.107, 0.066, 0.077, 0.082, -0.076, -0.280, -0.169, -0.281, -0.076, 0.074, 0.076, 0.068, 0.117, 0.108, 0.110, 0.111, 0.067, 0.077, 0.083]
}

---

(6)
{
  "formula": "C5H12NO",
  "method": "the ωB97M-V functional and the def2-TZVPD basis",
  "spin_multiplicity": 2,
  "homo_energy_ha": [0.0561, 0.0577],
  "charge": -2,
  "e_above_lowest_kcal_mol": 112.94,
  "gap_ev": [5.7843, 5.3595],
  "symbols": ["C", "O", "C", "C", "C", "C", "N", "H", "H", "H", "H", "H", "H", "H", "H", "H", "H", "H", "H"],
  "coordinates": [[-0.62, -1.05, -1.69], [-1.90, -1.07, -2.33], [-0.68, 0.40, -1.15], [0.27, 1.02, -0.10], [-0.12, 1.02, 1.39], [0.72, -0.12, 2.06], [2.17, 0.01, 1.95], [0.22, -1.09, -2.40], [-0.63, -1.83, -1.03], [-1.78, 0.34, -0.91], [-0.69, 0.97, -2.11], [0.52, 2.07, -0.30], [1.13, 0.34, -0.02], [0.25, 1.94, 1.88], [-1.19, 0.93, 1.73], [0.52, -1.06, 1.50], [0.43, -0.51, 3.08], [1.43, -0.73, -0.57], [2.38, -0.44, 1.12]],
  "lowdin_charge": [-0.511, -0.504, -0.253, -0.270, -0.261, -0.529, -0.226, 0.052, 0.035, 0.087, 0.088, 0.086, -0.026, 0.063, 0.088, 0.059, 0.052, 0.173, -0.202]
}